# 1
Here is a molecular structure, C21H16F9N5O2PdS in a non-equilibrium geometry from OMol25. Energies are from ωB97M-V/def2-TZVPD.

The geometry in ORCA input format:
```
! wB97M-V def2-TZVPD RIJCOSX def2/J DEFGRID3
* xyz 2 1
C -2.135 4.607 -0.730
C -1.248 4.158 0.183
C 0.113 3.523 -0.223
C -0.046 1.992 -0.340
N -1.200 1.548 0.155
C -1.292 0.221 -0.001
C -2.553 -0.347 0.477
N -3.530 0.515 1.037
C -3.174 0.801 2.192
O -2.715 1.148 3.200
C -2.858 -1.726 0.429
C -4.214 -2.213 0.993
N -4.183 -3.460 1.760
C -1.874 -2.548 -0.159
N -2.149 -3.938 -0.229
C -1.545 -4.555 0.659
O -0.819 -5.051 1.416
C -0.607 -2.036 -0.665
C 0.290 -3.111 -1.226
C 1.345 -2.723 -2.283
C 2.822 -2.798 -1.803
S 3.102 -2.551 -0.021
C -0.319 -0.625 -0.561
N 0.851 -0.126 -1.005
C 0.978 1.180 -0.913
C 2.305 1.728 -1.504
F 2.192 2.956 -2.015
F 2.562 0.916 -2.566
C 3.566 1.600 -0.582
F 4.011 0.344 -0.544
F 4.540 2.275 -1.233
C 3.489 2.268 0.828
F 4.748 2.310 1.278
F 3.133 3.554 0.648
C 2.647 1.533 1.930
F 3.374 1.494 3.039
F 2.333 0.273 1.644
F 1.533 2.206 2.271
H -2.537 5.624 -0.639
H -2.448 3.942 -1.546
H -1.441 4.214 1.290
H 0.352 3.976 -1.196
H 0.818 3.813 0.565
H -4.886 -2.313 0.121
H -4.686 -1.458 1.637
H -3.324 -3.581 2.284
H -4.291 -4.224 1.102
H -0.399 -3.836 -1.702
H 0.711 -3.675 -0.350
H 1.173 -1.748 -2.761
H 1.267 -3.443 -3.116
H 3.417 -2.031 -2.331
H 3.288 -3.764 -2.052
H 2.102 -1.743 0.421
Pd -2.591 4.905 2.736
*
```

LUMO = -11.63 eV
Kohn-Sham gap = 2.3 eV
E_HOMO = -13.91 eV

Charges in e, computed with Löwdin, in the same order as the atoms: 0.122, -0.099, -0.061, -0.124, 0.233, -0.105, -0.072, 0.204, -0.240, 0.247, -0.032, -0.171, 0.033, -0.101, 0.180, -0.254, 0.268, 0.025, -0.140, -0.211, -0.474, 0.866, -0.123, 0.233, -0.057, -0.360, 0.164, 0.136, -0.353, 0.145, 0.172, -0.328, 0.188, 0.166, -0.515, 0.204, 0.162, 0.161, 0.103, 0.111, 0.060, 0.134, 0.116, 0.150, 0.113, 0.073, 0.078, 0.139, 0.127, 0.105, 0.125, 0.080, 0.088, -0.138, 0.449


# 2
Here is a molecular structure, C12H15AsAuCl5N4S from OMol25. Energies are from ωB97M-V/def2-TZVPD.

The geometry in ORCA input format:
```
! wB97M-V def2-TZVPD RIJCOSX def2/J DEFGRID3
* xyz 2 3
Au -0.208 0.300 0.092
Cl 1.820 3.230 0.581
C 2.539 1.689 0.775
C 1.824 0.535 0.559
C 2.532 -0.686 0.692
Cl 1.666 -2.131 0.443
C 3.900 -0.770 1.047
Cl 4.675 -2.273 1.183
C 4.579 0.403 1.310
Cl 6.212 0.357 1.764
C 3.903 1.647 1.196
Cl 4.723 3.068 1.563
C -2.159 5.326 -2.613
C -2.162 4.788 -1.237
N -2.686 5.344 -0.204
N -2.462 4.493 0.825
C -1.799 3.390 0.470
S -1.389 2.141 1.546
N -1.598 3.562 -0.872
N -0.950 2.678 -1.713
H -2.645 6.297 -2.601
H -2.702 4.670 -3.296
H -1.141 5.447 -2.986
H -2.765 4.735 1.756
H -0.009 3.007 -1.905
H -1.466 2.586 -2.580
C -3.883 0.573 -0.462
As -2.374 -0.640 -0.479
C -2.412 -1.424 -2.248
C -2.917 -2.075 0.692
H -4.766 0.019 -0.780
H -3.727 1.406 -1.146
H -4.042 0.952 0.544
H -3.417 -1.790 -2.453
H -1.714 -2.259 -2.286
H -2.132 -0.698 -3.008
H -3.936 -2.372 0.444
H -2.881 -1.752 1.731
H -2.252 -2.926 0.561
*
```

LUMO (spin up / spin down) = -6.26 / -9.95 eV
relative energy (zero: lowest compared OMol25 entry of this formula, charge and spin) = 4.1 kcal per mole
Kohn-Sham gap (spin up / spin down) = 8.5 / 4.9 eV
expectation value of S² = 2.027
E_HOMO (spin up / spin down) = -14.77 / -14.82 eV

Charges in e, computed with Löwdin, in the same order as the atoms: 0.578, 0.730, -0.695, -0.337, -0.652, 0.793, -0.695, 0.806, -0.685, 0.814, -0.630, 0.880, 0.018, -0.302, 0.160, 0.053, -0.709, 0.679, -0.084, 0.104, 0.104, 0.095, 0.097, 0.175, 0.097, 0.110, -0.281, 0.959, -0.265, -0.259, 0.049, 0.022, 0.022, 0.050, 0.038, 0.031, 0.051, 0.041, 0.039


# 3
Here is 2 unconnected molecules or ions with the total composition C6H6NOPS in a non-equilibrium geometry from OMol25. Energies are from ωB97M-V/def2-TZVPD.

The geometry in ORCA input format:
```
! wB97M-V def2-TZVPD RIJCOSX def2/J DEFGRID3
* xyz 0 1
C -0.511 0.844 -1.994
C 0.752 0.434 -2.110
N 1.701 0.026 -1.094
C 1.295 -0.321 0.073
S -0.372 -0.381 0.517
C -1.128 0.906 -0.594
H -1.019 0.986 -2.958
H 1.269 0.243 -3.039
H 1.978 -0.571 0.840
H -0.772 1.802 -0.140
H -2.222 0.843 -0.356
O -0.578 2.576 1.412
C 0.392 2.156 1.938
C 1.231 1.323 2.416
P 2.846 1.253 2.917
H 2.775 0.041 3.756
*
```

LUMO = -1.98 eV
relative energy (zero: lowest compared OMol25 entry of this formula, charge and spin) = 78.8 kcal per mole
Kohn-Sham gap = 6.6 eV
E_HOMO = -8.55 eV

Charges in e, computed with Löwdin, in the same order as the atoms: -0.118, -0.181, 0.000, -0.536, 0.941, -0.383, 0.103, 0.094, 0.024, 0.007, 0.100, 0.083, -0.363, -0.506, 0.859, -0.123


# 4
Here is a molecular structure, C15H31N5O7V in a non-equilibrium geometry from OMol25. Energies are from ωB97M-V/def2-TZVPD.

The geometry in ORCA input format:
```
! wB97M-V def2-TZVPD RIJCOSX def2/J DEFGRID3
* xyz 1 3
O 0.061 -0.110 -3.967
H -0.227 0.022 -4.884
V 0.136 -0.092 -0.285
N 0.372 1.503 0.958
N 1.398 1.076 -1.227
N -1.179 -1.036 0.883
N -0.211 -1.732 -1.243
O 0.059 1.332 2.252
O -1.529 -0.571 2.123
O 0.624 -2.143 -2.282
O 2.040 0.478 -2.181
C 1.893 2.209 -0.637
C 1.321 2.435 0.637
C -1.399 -2.349 0.640
C -0.876 -2.739 -0.616
C 1.722 3.445 1.651
H 2.035 2.989 2.602
H 0.885 4.121 1.880
H 2.550 4.061 1.290
C 3.076 2.872 -1.243
H 2.891 3.089 -2.301
H 3.945 2.204 -1.164
H 3.319 3.810 -0.736
C -1.980 -3.290 1.642
C -0.850 -4.143 -1.103
H -2.545 -2.769 2.423
H -1.199 -3.883 2.148
H -2.648 -4.005 1.142
H -0.109 -4.259 -1.894
H -1.819 -4.494 -1.485
H -0.608 -4.836 -0.285
H -0.910 0.303 2.219
H 1.172 -1.349 -2.557
C -0.864 0.581 -3.156
H -0.333 1.328 -2.561
H -1.356 -0.134 -2.489
H -1.620 1.092 -3.770
O -2.956 1.707 -0.987
H -3.192 0.910 -0.446
H -2.381 2.201 -0.343
O 1.795 -0.766 0.630
C 2.253 -1.137 1.743
C 3.473 -2.018 1.808
C 4.692 -1.294 2.354
C 4.739 -1.226 3.885
C 3.572 -0.497 4.544
C 2.201 -1.084 4.213
N 1.701 -0.714 2.889
H 3.211 -2.898 2.404
H 3.656 -2.329 0.778
H 5.584 -1.823 1.998
H 4.747 -0.276 1.943
H 4.792 -2.249 4.286
H 5.672 -0.724 4.176
H 3.692 -0.560 5.632
H 3.587 0.569 4.283
H 2.242 -2.184 4.265
H 1.455 -0.738 4.943
H 0.994 0.060 2.839
*
```

LUMO (spin up / spin down) = -4.60 / -4.87 eV
relative energy (zero: lowest compared OMol25 entry of this formula, charge and spin) = 0.0 kcal per mole
Kohn-Sham gap (spin up / spin down) = 5.9 / 5.8 eV
expectation value of S² = 2.329
E_HOMO (spin up / spin down) = -10.55 / -10.68 eV

Charges in e, computed with Löwdin, in the same order as the atoms: -0.115, 0.107, 1.073, -0.159, -0.242, -0.085, -0.101, -0.209, -0.032, 0.002, -0.091, -0.230, -0.219, -0.211, -0.194, 0.003, 0.092, 0.106, 0.079, -0.005, 0.099, 0.102, 0.079, 0.014, 0.022, 0.093, 0.113, 0.101, 0.091, 0.114, 0.104, 0.035, 0.100, -0.165, 0.062, 0.057, 0.112, -0.070, 0.053, 0.058, -0.049, -0.374, -0.089, -0.175, -0.201, -0.178, -0.153, 0.120, 0.132, 0.130, 0.121, 0.127, 0.121, 0.118, 0.119, 0.119, 0.127, 0.133, 0.107